1.
A 7-piece molecular cluster, H13NO9 overall. Source: the OMol25 dataset; level of theory: the ωB97M-V functional and the def2-TZVPD basis.

Results
Frontier orbital gap = 7.52 eV
Charge = 0
Total energy = -739.54076 Eh
Multiplicity = 1
HOMO = -8.07 eV

```
23
Properties=species:S:1:pos:R:3:mulliken_charge:R:1
O 19.586 15.206 -10.969 -0.24
H 19.941 14.480 -10.360 0.49
H 18.930 14.881 -11.628 0.33
H 19.087 15.830 -10.414 0.50
N 18.157 13.676 -13.459 1.01
O 17.218 13.146 -13.989 -0.63
O 18.123 14.868 -13.198 -0.74
O 19.138 12.961 -13.071 -0.63
O 17.774 13.287 -10.104 -0.53
H 17.739 12.616 -9.471 0.25
H 16.979 13.266 -10.587 0.27
O 21.353 13.414 -9.985 -0.68
H 21.349 13.308 -9.026 0.31
H 21.439 12.534 -10.334 0.33
O 16.715 14.824 -7.918 -0.63
H 16.524 14.106 -8.456 0.32
H 17.638 15.012 -8.011 0.39
O 17.442 16.881 -10.672 -0.55
H 17.027 17.533 -10.063 0.27
H 17.089 17.244 -11.471 0.26
O 19.329 15.867 -8.196 -0.65
H 18.824 16.669 -8.085 0.30
H 20.018 15.764 -7.546 0.25
```

2.
A 7-piece molecular cluster, H13O6 overall. Source: the OMol25 dataset; level of theory: the ωB97M-V functional and the def2-TZVPD basis.

Results
Frontier orbital gap = 10.97 eV
Charge = +1
Total energy = -458.85853 Eh
Multiplicity = 1
HOMO = -14.91 eV

```
19
Properties=species:S:1:pos:R:3:mulliken_charge:R:1
O 1.525 -0.659 -1.671 -0.63
H 2.491 -0.722 -1.713 0.28
H 1.454 -0.250 -0.798 0.38
O -2.128 -1.138 -1.751 -0.64
H -2.470 -0.243 -1.756 0.31
H -1.543 -1.304 -2.497 0.31
O -0.315 1.440 -0.884 -0.60
H 0.299 1.125 -1.574 0.36
H -0.628 2.279 -1.240 0.33
O 0.712 -0.833 2.147 -0.54
H 0.951 -1.014 3.063 0.35
H -0.071 -0.254 1.983 0.46
O -1.585 -0.101 1.220 -0.62
H -2.013 -0.455 0.422 0.33
H -2.180 -0.369 1.926 0.32
O 1.533 1.058 0.755 -0.67
H 1.079 -0.279 0.976 0.48
H 2.328 0.580 0.987 0.37
H 0.557 1.138 0.402 0.42
```

3.
A 6-piece molecular cluster, H13O6 overall. Source: the OMol25 dataset; level of theory: the ωB97M-V functional and the def2-TZVPD basis.

Results
Frontier orbital gap = 11.95 eV
Charge = +1
Total energy = -458.99168 Eh
Multiplicity = 1
HOMO = -14.88 eV

```
19
Properties=species:S:1:pos:R:3:mulliken_charge:R:1
O 0.110 -0.645 0.524 -0.30
H 0.103 -0.484 -0.422 0.43
H -0.003 0.149 1.053 0.45
H -0.593 -1.252 0.765 0.47
O 0.675 2.311 -0.355 -0.57
H 1.356 2.550 0.274 0.31
H 1.094 2.409 -1.210 0.29
O -1.719 -2.158 1.638 -0.64
H -2.456 -2.672 1.307 0.32
H -1.851 -2.132 2.586 0.30
O -0.529 1.255 2.128 -0.61
H 0.029 1.960 2.456 0.30
H -1.418 1.528 2.352 0.30
O -0.647 0.403 -1.975 -0.63
H 0.107 0.762 -2.443 0.29
H -1.407 0.730 -2.457 0.28
O 2.254 -1.306 -1.817 -0.60
H 3.156 -1.595 -1.960 0.30
H 1.738 -1.813 -2.443 0.32
```

4.
H13O6 as an isolated structure. Source: the OMol25 dataset; level of theory: the ωB97M-V functional and the def2-TZVPD basis.

Results
Frontier orbital gap = 11.33 eV
Charge = +1
Total energy = -459.00212 Eh
Multiplicity = 1
HOMO = -14.12 eV

```
19
Properties=species:S:1:pos:R:3:mulliken_charge:R:1
O -2.184 -0.095 1.379 -0.65
H -2.429 -0.096 2.311 0.32
H -3.051 -0.136 0.957 0.31
O -1.118 2.955 -0.441 -0.67
H -1.016 3.909 -0.365 0.32
H -1.816 2.818 -1.096 0.33
O 1.139 1.828 0.274 -0.60
H 0.308 2.149 -0.164 0.43
H 1.902 2.100 -0.253 0.39
O 2.302 -2.601 1.081 -0.68
H 2.444 -3.449 1.516 0.32
H 3.196 -2.354 0.796 0.33
O -0.813 -1.584 -3.176 -0.64
H -1.580 -1.409 -3.728 0.32
H -0.601 -2.504 -3.378 0.32
O 0.869 -0.341 1.222 -0.48
H 1.440 -1.155 1.156 0.49
H -0.044 -0.672 1.307 0.36
H 1.050 0.636 0.603 0.45
```

5.
A 7-piece molecular cluster, H13O7 overall. Source: the OMol25 dataset; level of theory: the ωB97M-V functional and the def2-TZVPD basis.

Results
Frontier orbital gap = 9.32 eV
Charge = -1
Total energy = -534.54527 Eh
Multiplicity = 1
HOMO = -5.57 eV

```
20
Properties=species:S:1:pos:R:3:mulliken_charge:R:1
O -0.631 -0.014 -1.841 -1.04
H -0.481 -0.614 -2.570 0.22
O 1.153 0.977 -3.612 -0.68
H 0.451 1.184 -4.233 0.28
H 0.662 0.658 -2.803 0.39
O 1.353 -0.375 0.449 -0.71
H 1.581 -0.374 -0.485 0.31
H 0.486 0.084 0.563 0.43
O -1.794 -1.158 -0.009 -0.86
H -1.174 -0.807 -0.825 0.39
H -1.285 -1.763 0.546 0.34
O 0.481 -2.629 1.850 -0.69
H 0.819 -1.711 1.833 0.35
H 1.057 -3.019 1.185 0.31
O -0.925 1.041 0.932 -0.78
H -0.938 1.379 0.017 0.32
H -1.452 0.215 0.745 0.42
O 0.301 2.479 3.110 -0.66
H 0.883 2.297 2.367 0.31
H -0.543 2.152 2.781 0.34
```

6.
A 7-piece molecular cluster, H13O7 overall. Source: the OMol25 dataset; level of theory: the ωB97M-V functional and the def2-TZVPD basis.

Results
Frontier orbital gap = 9.72 eV
Charge = -1
Total energy = -534.56745 Eh
Multiplicity = 1
HOMO = -5.97 eV

```
20
Properties=species:S:1:pos:R:3:mulliken_charge:R:1
O -0.766 -0.766 2.904 -0.68
H -0.101 -0.063 2.845 0.34
O -1.018 2.121 -1.065 -0.68
H -1.562 1.450 -1.511 0.29
H -0.154 1.891 -1.471 0.40
O -2.060 -1.038 0.123 -0.74
H -1.335 -1.404 -0.474 0.43
H -1.932 -0.073 0.117 0.29
O 1.448 -0.782 0.690 -0.69
H -1.092 -0.824 1.976 0.38
H 1.384 -1.551 1.255 0.27
O 0.069 -1.590 -1.437 -1.07
H 1.031 -1.128 -0.165 0.42
H 0.093 -2.202 -2.192 0.13
O 1.044 1.741 1.722 -0.69
H 0.514 2.260 1.109 0.32
H 1.119 0.858 1.280 0.35
O 1.095 0.617 -2.246 -0.83
H 1.692 0.707 -1.526 0.31
H 0.531 -0.222 -1.935 0.45
```

7.
A 7-piece molecular cluster, H14O7 overall. Source: the OMol25 dataset; level of theory: the ωB97M-V functional and the def2-TZVPD basis.

Results
Frontier orbital gap (alpha / beta) = 2.77 / 10.67 eV
Charge = -1
Total energy = -535.05536 Eh
⟨S²⟩ = 0.750
Multiplicity = 2
HOMO (alpha / beta) = 0.31 / -7.61 eV

```
21
Properties=species:S:1:pos:R:3:mulliken_charge:R:1
O -0.767 2.942 -1.131 -0.75
H -1.722 2.924 -1.189 0.33
H -0.531 2.080 -0.789 0.38
O 1.873 0.318 -3.047 -0.80
H 1.655 -0.610 -2.962 0.31
H 2.266 0.550 -2.205 0.37
O 1.498 -1.733 3.313 -0.93
H 1.120 -1.752 4.192 0.42
H 0.751 -1.589 2.733 0.35
O -3.588 1.696 -1.088 -0.68
H -4.483 1.511 -1.374 0.31
H -3.127 0.864 -1.190 0.33
O -0.486 0.100 -0.184 -1.60
H 0.466 0.045 -0.106 0.37
H -0.817 -0.470 0.510 0.55
O 2.319 0.114 -0.309 -0.63
H 2.748 0.925 -0.036 0.30
H 2.879 -0.581 0.038 0.25
O -0.755 -2.064 1.558 -0.38
H -0.159 -2.620 1.056 0.34
H -1.141 -2.651 2.208 0.15
```

8.
A 7-piece molecular cluster, H14O7 overall. Source: the OMol25 dataset; level of theory: the ωB97M-V functional and the def2-TZVPD basis.

Results
Frontier orbital gap = 11.42 eV
Charge = 0
Total energy = -535.01784 Eh
SMILES string = O.O.O.O.O.O.O
Multiplicity = 1
HOMO = -11.17 eV

```
21
Properties=species:S:1:pos:R:3:mulliken_charge:R:1
O 0.166 -0.502 -2.415 -0.65
H -0.433 -1.309 -2.339 0.33
H 0.413 -0.304 -1.500 0.31
O -2.321 3.503 -1.053 -0.61
H -2.973 4.190 -0.762 0.32
H -2.782 2.730 -0.877 0.30
O 0.009 -0.143 2.856 -0.64
H 0.557 -1.001 2.788 0.32
H -0.540 -0.060 2.080 0.31
O 4.543 -1.590 -1.109 -0.65
H 5.049 -1.876 -0.273 0.33
H 5.112 -1.089 -1.703 0.32
O -2.802 0.116 -0.041 -0.61
H -3.563 -0.358 -0.266 0.30
H -2.342 0.113 -0.886 0.31
O -2.231 -3.462 0.326 -0.63
H -1.948 -3.539 1.244 0.31
H -3.163 -3.849 0.510 0.32
O 3.193 2.398 1.029 -0.65
H 3.468 3.003 1.828 0.33
H 2.589 3.028 0.563 0.32
```

9.
A 7-piece molecular cluster, H14O7 overall. Source: the OMol25 dataset; level of theory: the ωB97M-V functional and the def2-TZVPD basis.

Results
Frontier orbital gap = 11.49 eV
Charge = 0
Total energy = -535.10181 Eh
SMILES string = O.O.O.O.O.O.O
Multiplicity = 1
HOMO = -10.99 eV

```
21
Properties=species:S:1:pos:R:3:mulliken_charge:R:1
O -0.186 2.175 -0.325 -0.77
H -0.013 1.886 0.583 0.31
H 0.737 2.133 -0.712 0.46
O 2.091 1.432 -1.245 -0.71
H 2.701 1.304 -1.977 0.29
H 2.149 0.628 -0.653 0.44
O 1.891 -0.711 0.208 -0.73
H 1.143 -1.226 -0.167 0.38
H 1.762 -0.519 1.155 0.35
O 0.356 0.069 2.274 -0.67
H 0.279 0.312 3.217 0.31
H -0.545 -0.257 2.071 0.43
O -0.307 -1.961 -0.963 -0.72
H 0.114 -2.266 -1.778 0.30
H -0.802 -1.132 -1.154 0.43
O -2.024 -1.024 1.360 -0.74
H -2.510 -1.032 0.522 0.31
H -1.377 -1.716 1.213 0.32
O -1.818 0.296 -1.162 -0.70
H -1.229 0.942 -0.666 0.46
H -2.412 0.668 -1.800 0.25
```

10.
A 7-piece molecular cluster, H14O7 overall. Source: the OMol25 dataset; level of theory: the ωB97M-V functional and the def2-TZVPD basis.

Results
Frontier orbital gap = 9.70 eV
Charge = 0
Total energy = -534.94888 Eh
SMILES string = O.O.O.O.O.O.O
Multiplicity = 1
HOMO = -9.66 eV

```
21
Properties=species:S:1:pos:R:3:mulliken_charge:R:1
O -0.760 -0.324 0.668 -0.58
H 0.126 -0.797 0.688 0.30
H -0.367 0.533 0.447 0.28
O 4.103 -3.093 -0.381 -0.64
H 4.301 -3.326 0.605 0.34
H 3.589 -2.281 -0.229 0.31
O 3.671 1.038 -1.288 -0.63
H 3.856 1.458 -2.142 0.32
H 4.085 0.153 -1.386 0.31
O -3.084 2.179 -1.533 -0.64
H -2.703 2.938 -1.066 0.32
H -2.861 1.493 -0.834 0.32
O 1.698 3.150 1.485 -0.63
H 2.072 4.105 1.384 0.32
H 1.292 3.089 2.332 0.31
O -1.527 -2.061 0.512 -0.61
H -1.513 -2.057 1.465 0.34
H -0.886 -2.678 0.403 0.27
O -5.162 -1.350 -0.034 -0.63
H -5.427 -0.516 -0.451 0.32
H -4.504 -1.652 -0.645 0.31
```

11.
A 7-piece molecular cluster, H14O7 overall. Source: the OMol25 dataset; level of theory: the ωB97M-V functional and the def2-TZVPD basis.

Results
Frontier orbital gap = 10.59 eV
Charge = 0
Total energy = -535.06620 Eh
SMILES string = O.O.O.O.O.O.O
Multiplicity = 1
HOMO = -10.86 eV

```
21
Properties=species:S:1:pos:R:3:mulliken_charge:R:1
O 1.739 -0.606 2.639 -0.63
H 1.802 -0.123 1.815 0.36
H 0.861 -0.986 2.628 0.30
O -2.310 -0.436 2.174 -0.63
H -1.946 -0.176 1.328 0.41
H -1.636 -0.994 2.563 0.27
O -0.407 2.708 -1.080 -0.62
H 0.288 2.549 -1.719 0.32
H -1.171 2.257 -1.440 0.29
O -0.420 0.339 -2.751 -0.62
H -0.331 -0.608 -2.861 0.28
H -0.215 0.701 -3.613 0.27
O 1.871 1.045 0.275 -0.68
H 2.703 1.092 -0.196 0.28
H 1.463 1.898 0.127 0.29
O -0.461 -0.295 0.072 -0.83
H 0.276 0.178 0.456 0.49
H -0.454 -0.042 -0.852 0.33
O -0.556 -3.040 -0.186 -0.63
H -0.590 -3.371 0.711 0.30
H -0.505 -2.089 -0.089 0.45
```

12.
A 7-piece molecular cluster, H14O7 overall. Source: the OMol25 dataset; level of theory: the ωB97M-V functional and the def2-TZVPD basis.

Results
Frontier orbital gap = 11.63 eV
Charge = 0
Total energy = -535.08433 Eh
SMILES string = O.O.O.O.O.O.O
Multiplicity = 1
HOMO = -11.07 eV

```
21
Properties=species:S:1:pos:R:3:mulliken_charge:R:1
O -1.465 -0.868 0.129 -0.66
H -0.829 -1.399 0.590 0.30
H -1.217 -0.751 -0.850 0.35
O 0.102 -0.841 -2.504 -0.62
H 0.277 0.096 -2.483 0.35
H 0.254 -1.176 -3.391 0.28
O 1.508 0.481 0.232 -0.57
H 0.618 0.318 0.071 0.25
H 1.666 1.039 -0.516 0.35
O 1.412 -2.215 1.157 -0.59
H 1.939 -1.574 0.661 0.31
H 1.915 -2.973 1.326 0.27
O -1.144 2.005 0.431 -0.70
H -0.556 2.451 1.035 0.34
H -1.322 1.128 0.718 0.33
O -0.561 -0.338 2.913 -0.60
H -1.167 -0.630 3.592 0.30
H 0.026 -1.104 2.754 0.33
O -0.153 1.921 -2.088 -0.67
H -0.418 2.096 -1.166 0.38
H -0.885 2.334 -2.610 0.30
```

The lowest total energy belongs to which entry? H13NO9

Which value of charge does entry 7 give? -1

Which value of multiplicity does entry 5 give? 1